(1)
ORCA calculation (ωB97M-V with the def2-TZVPD basis set) on a molecular structure, C30H38FeN4O in a non-equilibrium geometry.

⟨S²⟩ = 6.0727
Spin multiplicity = 5
Energy = -74116.4302 eV
Charge = -2
Molar mass = 526.51 g/mol
HOMO level (alpha / beta) = 3.003 / 0.420 eV
LUMO energy (alpha / beta) = 4.1135 / 4.0288 eV

Each line ends with the Löwdin charge.
Cartesian coordinates (Å):
Fe -0.199 -0.011 0.141  0.46
N -0.176 1.457 1.468  0.00
N 0.320 2.503 -1.164  -0.08
C -0.946 -1.557 -1.198  -0.31
C -1.849 -0.434 -1.121  -0.30
C -2.322 -0.334 0.235  -0.25
C -3.381 0.644 0.636  -0.05
H -3.374 1.520 -0.030  0.06
H -3.219 1.021 1.650  0.05
H -4.380 0.170 0.609  0.07
C -1.674 -1.395 0.995  -0.26
C -1.898 -1.909 2.368  -0.08
H -2.784 -2.563 2.433  0.08
H -2.015 -1.050 3.049  0.02
H -1.026 -2.479 2.715  0.06
C -0.801 -2.096 0.116  -0.31
C -0.101 -3.360 0.504  -0.07
H 0.204 -3.320 1.555  0.05
H 0.794 -3.552 -0.095  0.06
H -0.779 -4.224 0.407  0.08
C -2.307 0.418 -2.260  -0.06
H -3.258 0.031 -2.664  0.07
H -1.559 0.422 -3.065  0.06
H -2.478 1.460 -1.949  0.06
C -0.421 -2.233 -2.413  -0.06
H 0.625 -2.525 -2.223  0.07
H -0.482 -1.569 -3.285  0.05
H -1.007 -3.149 -2.619  0.08
C 0.088 1.331 2.789  -0.16
H 0.378 0.309 3.109  0.11
C -0.400 2.260 3.703  -0.17
H -0.268 2.062 4.765  0.07
C -1.047 3.452 3.297  -0.17
H -1.472 4.134 4.063  0.07
C -1.207 3.643 1.950  -0.09
H -1.782 4.475 1.548  0.09
C -0.676 2.688 1.034  -0.27
C -0.634 3.036 -0.329  -0.13
H -1.111 3.943 -0.689  0.09
C 0.814 1.211 -0.990  -0.11
C 0.814 3.054 -2.358  -0.06
H 0.558 4.047 -2.674  0.10
C 1.688 2.187 -2.873  -0.10
H 2.370 2.261 -3.711  0.11
N 1.685 1.058 -2.056  -0.05
C 2.639 -0.002 -2.157  -0.13
C 2.638 -0.842 -3.281  -0.21
C 3.523 -1.929 -3.287  -0.02
H 3.500 -2.618 -4.135  0.11
C 4.435 -2.133 -2.247  -0.29
C 5.385 -3.292 -2.270  -0.08
H 5.068 -4.081 -1.572  0.08
H 6.389 -2.969 -1.967  0.07
H 5.438 -3.725 -3.275  0.07
C 4.466 -1.226 -1.184  -0.02
H 5.206 -1.343 -0.390  0.11
C 3.583 -0.146 -1.130  -0.19
C 3.716 0.891 -0.063  -0.04
H 4.182 1.812 -0.449  0.09
H 4.364 0.500 0.729  0.07
H 2.742 1.154 0.374  0.06
C 1.722 -0.620 -4.446  -0.07
H 2.227 -0.059 -5.248  0.08
H 0.810 -0.073 -4.175  0.06
H 1.435 -1.595 -4.865  0.08
C -3.953 -0.511 4.610  -0.24
C -3.247 0.723 4.172  -0.58
N -3.823 1.968 4.318  0.10
O -2.141 0.538 3.597  -0.11
H -4.445 -0.358 5.549  -0.02
H -3.208 -1.304 4.673  0.06
H -4.632 -0.777 3.785  0.07
H -3.425 2.663 3.685  0.05
H -3.898 2.315 5.274  -0.04

***

(2)
ORCA calculation (ωB97M-V with the def2-TZVPD basis set) on a molecular structure, C30H38HfN8O4S6Se.

Energy = -183496.5177 eV
Charge = +2
Molar mass = 1024.54 g/mol
HOMO level = -12.551 eV
LUMO energy = -4.8301 eV

Each line ends with the Löwdin charge.
Cartesian coordinates (Å):
Hf 0.238 -0.308 0.719  1.47
C 4.002 -1.077 2.172  -0.43
C 3.189 -1.820 3.225  -0.49
S 1.819 -2.828 2.647  0.89
C 2.622 -4.157 1.730  -0.49
C 3.154 -3.813 0.340  -0.47
S 1.969 -2.833 -0.629  0.77
C 3.036 -1.687 -1.502  -0.51
C 3.852 -0.726 -0.635  -0.45
S 3.082 -0.126 0.903  0.91
H 4.646 -1.764 1.632  0.06
H 4.649 -0.358 2.673  0.09
H 2.726 -1.123 3.919  0.07
H 3.876 -2.438 3.806  0.10
H 1.860 -4.935 1.661  0.08
H 3.429 -4.571 2.337  0.09
H 3.333 -4.740 -0.205  0.09
H 4.107 -3.288 0.394  0.06
H 2.350 -1.131 -2.139  0.02
H 3.718 -2.232 -2.157  0.10
H 4.105 0.152 -1.230  0.08
H 4.799 -1.169 -0.332  0.08
O 1.988 0.826 -3.015  0.09
C 1.758 1.537 -2.071  -0.46
C 2.027 3.033 -1.988  -0.04
C 1.472 3.460 -0.631  -0.04
C 1.055 2.150 -0.044  -0.58
O 0.522 1.922 1.071  -0.18
N 1.239 1.097 -0.843  -0.03
H 1.577 3.534 -2.844  0.13
H 3.105 3.180 -2.062  0.14
H 0.597 4.109 -0.697  0.14
H 2.194 3.953 0.019  0.14
N -1.942 4.427 6.767  0.15
C -1.566 3.354 6.038  -0.29
C -1.764 2.048 6.529  -0.01
C -1.380 0.961 5.785  -0.05
C -0.789 1.150 4.531  -0.31
C -0.584 2.434 4.027  -0.04
C -0.967 3.520 4.772  -0.01
S -0.364 -0.261 3.647  0.66
O 0.872 0.014 2.842  -0.50
O -0.314 -1.395 4.514  -0.28
N -1.385 -0.477 2.385  -0.25
C -1.590 -1.808 2.086  -0.82
S -2.565 -2.989 2.839  1.14
C -2.029 -4.144 1.673  -0.33
C -1.163 -3.584 0.802  -0.25
N -0.919 -2.251 1.046  -0.18
H -2.331 4.318 7.686  0.11
H -1.767 5.361 6.445  0.11
H -2.210 1.903 7.504  0.12
H -1.519 -0.039 6.174  0.12
H -0.116 2.578 3.061  0.10
H -0.799 4.519 4.390  0.12
H -2.369 -5.166 1.702  0.09
H -0.685 -4.079 -0.030  0.10
S -1.911 1.291 -0.159  0.73
C -3.247 0.255 -0.448  -0.78
N -3.868 0.072 -1.602  0.06
C -4.948 -0.914 -1.498  -0.09
C -5.069 -1.097 0.029  -0.09
N -3.846 -0.445 0.511  0.05
H -3.514 0.432 -2.472  0.14
H -4.657 -1.840 -1.994  0.12
H -5.863 -0.538 -1.949  0.13
H -5.088 -2.145 0.314  0.12
H -5.951 -0.601 0.434  0.13
H -3.676 -0.207 1.479  0.13
C 0.334 -1.811 -5.035  0.00
N -0.194 -0.557 -4.526  -0.06
C -0.598 -0.316 -3.272  -0.66
Se -0.674 -1.583 -1.883  0.71
N -0.966 0.974 -3.199  0.10
C -0.754 1.599 -4.422  -0.18
C -0.948 2.905 -4.850  0.00
C -0.631 3.178 -6.169  -0.06
C -0.144 2.185 -7.027  -0.05
C 0.045 0.883 -6.597  0.02
C -0.271 0.615 -5.274  -0.16
H 0.348 -2.538 -4.228  0.05
H 1.347 -1.652 -5.402  0.11
H -0.295 -2.178 -5.844  0.11
H -1.228 1.394 -2.299  0.03
H -1.328 3.675 -4.190  0.12
H -0.765 4.181 -6.550  0.11
H 0.089 2.443 -8.051  0.12
H 0.423 0.119 -7.263  0.12